No. 1
ORCA calculation (wB97M-V/def2-TZVPD) on 2 unconnected molecules or ions with the total composition C5H10O.

Properties
SMILES: C1=CCOC1.C
E_HOMO: -0.3337 hartree
Electronic energy: -7393.3924 eV
Frontier orbital gap: 10.1 eV
Charge: 0

Each line ends with the Löwdin charge.
Element x y z (Å)
C 2.63125 -0.51920 -0.26686  -0.05
C -0.30335 0.90596 0.13935  -0.10
C -1.18323 0.79793 -0.84592  -0.07
C -2.21822 -0.23125 -0.48344  -0.20
O -1.79819 -0.75593 0.76694  -0.13
C -0.67628 -0.03380 1.25209  -0.21
H 3.16549 0.21922 -0.87152  0.02
H 2.62967 -0.19541 0.77971  0.02
H 3.13263 -1.48769 -0.33691  0.02
H 0.54700 1.57889 0.18939  0.11
H -1.20515 1.37366 -1.76542  0.11
H 1.60832 -0.60468 -0.63283  0.00
H -2.28912 -1.04965 -1.21388  0.12
H -3.21953 0.21790 -0.39061  0.12
H -0.94179 0.52816 2.16142  0.12
H 0.12052 -0.74411 1.51848  0.11

No. 2
ORCA calculation (wB97M-V/def2-TZVPD) on a molecular structure, C13H27CdN5S3Si2Te.

Properties
E_HOMO: -0.2773 hartree
Electronic energy: -81489.8326 eV
Frontier orbital gap: 7.0 eV
Charge: 0

Each line ends with the Löwdin charge.
Element x y z (Å)
Cd 2.28800 -1.56020 -1.15411  0.90
N 2.08339 0.93580 -0.91022  -0.08
N 2.04370 1.57856 -2.14729  -0.07
C 1.98240 0.91607 -3.32348  -0.88
N 2.06621 1.70291 -4.40823  0.10
S 1.76472 -0.73819 -3.52777  0.54
H 1.35692 1.30154 -0.30071  0.03
H 3.00816 1.02680 -0.48379  0.05
H 2.24107 2.57071 -2.16384  0.16
H 2.04738 2.70681 -4.34818  0.11
H 1.96579 1.27429 -5.31206  0.10
S 4.72143 -1.10860 -0.95244  0.44
C 4.99989 -2.36429 0.23478  -0.79
C 6.32564 -2.34986 0.80274  -0.30
N 7.39180 -2.30765 1.22956  0.16
C 4.12458 -3.31218 0.65570  -0.78
S 2.46140 -3.58949 0.15403  0.46
C 4.55329 -4.25222 1.66066  -0.31
N 4.86031 -5.00081 2.47692  0.16
C -2.50797 2.30484 -2.74314  -0.19
Si -3.23763 2.03627 -1.03999  0.36
C -5.04892 2.47878 -1.05153  -0.18
C -2.33226 3.09092 0.20681  -0.19
C -3.04162 0.22830 -0.57434  -0.59
Te -1.04053 -0.44593 -0.90938  1.15
C -1.02870 -1.96222 0.61498  -0.60
Si -0.54393 -1.33482 2.32498  0.37
C 1.10441 -0.45291 2.27650  -0.18
C -0.43313 -2.79190 3.47877  -0.17
C -1.84778 -0.13197 2.91817  -0.18
H -2.55996 3.35817 -3.02581  0.03
H -3.04434 1.72745 -3.49847  0.04
H -1.45774 2.00163 -2.78027  -0.01
H -5.18320 3.53607 -1.28927  0.03
H -5.50668 2.29575 -0.07796  0.03
H -5.59630 1.89708 -1.79499  0.03
H -2.33750 4.14029 -0.09466  0.03
H -1.29334 2.77198 0.31211  0.01
H -2.80198 3.02692 1.19034  0.03
H -3.69872 -0.42192 -1.15084  0.01
H -3.24499 0.07728 0.48605  0.00
H -0.34455 -2.74567 0.28324  -0.05
H -2.03098 -2.39323 0.59935  0.01
H 1.92610 -1.15843 2.13870  0.02
H 1.27498 0.07348 3.21851  0.04
H 1.13679 0.29022 1.47687  -0.02
H 0.36878 -3.46445 3.16844  0.03
H -1.36512 -3.36002 3.49631  0.03
H -0.22179 -2.46483 4.49881  0.04
H -1.88599 0.76257 2.29227  0.01
H -1.62055 0.18678 3.93759  0.04
H -2.84094 -0.58652 2.92956  0.04

For reference, max |F| by record: 0.0058, 0.0100 Eh/bohr.